[1]
DFT (wB97M-V/def2-TZVPD) results for C22H31N3O5S in the gas phase.

Structure (ORCA input):
```
! wB97M-V def2-TZVPD RIJCOSX def2/J DEFGRID3
* xyz 0 1
C -1.974 3.018 -3.721
C -3.227 2.405 -3.103
H -3.473 1.448 -3.576
H -4.075 3.083 -3.240
O -3.131 2.261 -1.699
C -2.387 1.251 -1.162
C -1.797 0.246 -1.911
C -1.115 -0.795 -1.288
C -1.073 -0.854 0.092
C -1.602 0.178 0.866
C -2.246 1.261 0.245
O -2.780 2.235 1.047
C -2.680 3.604 0.674
C -1.266 4.040 0.314
H -0.921 3.532 -0.583
H -1.256 5.110 0.130
H -0.569 3.820 1.120
H -3.022 4.131 1.570
H -3.365 3.826 -0.150
O -1.429 -0.005 2.199
C -1.497 1.072 3.123
C -0.938 0.556 4.440
H -1.536 -0.278 4.797
H 0.084 0.213 4.303
H -0.953 1.349 5.183
H -2.533 1.402 3.247
H -0.894 1.914 2.763
H -0.622 -1.679 0.616
C -0.423 -1.772 -2.164
O -0.879 -2.189 -3.209
N 0.820 -2.184 -1.756
C 1.565 -1.716 -0.681
C 1.835 -0.423 -0.274
C 2.569 -0.574 0.916
N 2.760 -1.842 1.206
N 2.151 -2.541 0.240
C 2.166 -4.001 0.285
C 2.883 -4.419 1.570
H 2.884 -5.502 1.651
H 3.907 -4.059 1.566
H 2.382 -3.997 2.435
C 2.936 -4.552 -0.921
H 3.138 -5.609 -0.769
H 2.373 -4.454 -1.846
H 3.885 -4.033 -1.030
C 0.728 -4.529 0.311
H 0.742 -5.613 0.386
H 0.200 -4.132 1.175
H 0.180 -4.255 -0.586
C 2.907 0.671 1.632
H 3.882 1.078 1.365
H 2.825 0.587 2.712
S 1.607 1.865 0.992
O 2.269 3.151 0.766
C 1.547 0.973 -0.660
H 2.321 1.417 -1.287
H 0.569 1.127 -1.109
H 1.254 -2.861 -2.372
H -1.856 0.231 -2.986
H -1.761 3.977 -3.254
H -1.112 2.369 -3.585
H -2.131 3.171 -4.785
*
```

Orbital gap in eV: 8.97

[2]
DFT (wB97M-V/def2-TZVPD) results for C6H15N2PS in the gas phase.

Structure (ORCA input):
```
! wB97M-V def2-TZVPD RIJCOSX def2/J DEFGRID3
* xyz 0 1
C 1.493 -2.370 -0.107
C 0.086 -2.727 -0.103
C 2.429 0.829 0.869
C -1.809 0.363 0.591
C -1.678 1.608 -1.382
C 1.217 1.277 0.093
N 0.492 -1.332 0.060
N -1.332 0.388 -0.718
P 0.372 0.038 -0.997
S -3.644 -0.228 0.486
H 2.059 -2.383 0.799
H 2.050 -2.620 -1.065
H -0.314 -3.025 -1.072
H -0.550 -3.188 0.767
H 2.072 -0.104 1.173
H 3.308 0.718 0.322
H 2.559 1.445 1.686
H -3.413 -0.986 -0.621
H -1.306 -0.521 1.071
H -1.584 1.266 1.172
H -1.441 1.765 -2.410
H -2.756 1.771 -1.307
H -1.335 2.500 -0.940
H 1.421 2.070 -0.678
H 0.373 1.738 0.677
*
```

SMILES: CCP(N(C)CS)N1CC1
Orbital gap in eV: 9.12

[3]
DFT (wB97M-V/def2-TZVPD) results for a 2-piece molecular cluster, C5H13NO2 overall.

Structure (ORCA input):
```
! wB97M-V def2-TZVPD RIJCOSX def2/J DEFGRID3
* xyz 0 1
C -0.577 0.374 2.162
N -0.822 0.186 0.716
C -0.559 1.532 0.107
C -0.005 -2.130 0.749
C 0.060 -0.768 0.010
C -0.427 -1.040 -1.366
O 0.305 -0.990 -2.324
H -0.199 -0.544 2.649
H 0.228 1.009 2.563
H -1.587 0.540 2.521
H -0.202 1.351 -0.911
H 0.127 2.164 0.661
H -1.442 2.169 0.013
H 0.267 -2.941 0.076
H -0.999 -2.315 1.176
H 0.670 -2.211 1.591
H 1.123 -0.479 0.050
H -1.518 -1.256 -1.369
H 1.117 1.521 -2.944
H 2.639 1.689 -2.999
O 1.802 2.139 -3.131
*
```

SMILES: C[C@@H](C=O)N(C)C.O
Orbital gap in eV: 10.20

[4]
DFT (wB97M-V/def2-TZVPD) results for C27H20CsF5N4O5S as an isolated structure.

Structure (ORCA input):
```
! wB97M-V def2-TZVPD RIJCOSX def2/J DEFGRID3
* xyz -2 1
Cs -1.530 0.418 -0.475
N -2.844 -3.968 -2.171
C -2.184 -3.200 -1.231
O -2.559 -2.076 -0.982
C -0.971 -3.862 -0.599
C 0.152 -3.522 -1.536
H -3.384 -3.443 -2.842
H -2.362 -4.773 -2.532
H -1.130 -4.939 -0.514
H -0.797 -3.430 0.384
H 0.167 -3.972 -2.521
H 0.640 -2.560 -1.431
O 4.305 -2.654 6.909
C 3.076 -2.588 6.293
O 2.126 -3.003 6.916
C 3.039 -2.021 4.950
C 1.781 -1.742 4.366
C 1.671 -1.217 3.108
C 2.827 -0.928 2.331
C 4.089 -1.219 2.916
C 4.184 -1.748 4.180
N 2.660 -0.458 1.078
C 3.604 0.174 0.424
C 3.482 0.557 -0.953
C 4.608 1.063 -1.648
C 4.485 1.444 -2.963
C 3.245 1.323 -3.596
C 2.196 0.790 -2.853
N 2.293 0.412 -1.589
H 4.960 -2.231 6.347
H 0.896 -1.945 4.956
H 0.705 -0.975 2.684
H 4.993 -1.056 2.341
H 5.178 -1.979 4.556
H 4.549 0.469 0.901
H 5.560 1.130 -1.134
H 5.341 1.828 -3.508
H 3.097 1.632 -4.623
H 1.215 0.672 -3.311
O -1.782 -0.143 2.009
N -2.638 0.646 2.576
C -3.791 0.138 3.061
C -4.757 0.909 3.664
C -4.528 2.280 3.787
C -3.354 2.804 3.298
C -2.377 2.007 2.665
S -0.941 2.627 2.032
H -3.883 -0.931 2.933
H -5.662 0.444 4.029
H -5.264 2.924 4.253
H -3.143 3.861 3.368
F -2.881 4.600 -7.255
C -2.746 3.815 -6.158
C -3.450 4.083 -4.996
F -4.290 5.136 -4.969
C -3.304 3.287 -3.883
F -4.021 3.598 -2.785
C -2.448 2.141 -3.819
O -2.329 1.409 -2.802
C -1.758 1.925 -5.053
F -0.912 0.871 -5.129
C -1.897 2.721 -6.166
F -1.205 2.445 -7.289
*
```

Orbital gap (spin up / spin down) in eV: 5.53 / 3.60

[5]
DFT (wB97M-V/def2-TZVPD) results for C14H36F4NaO7S5 as an isolated structure.

Structure (ORCA input):
```
! wB97M-V def2-TZVPD RIJCOSX def2/J DEFGRID3
* xyz -1 1
Na -0.420 2.260 -0.128
F -0.316 1.654 -2.338
C 2.058 1.013 1.214
O 0.703 0.447 1.358
O 1.966 1.970 0.368
C 2.454 1.382 2.655
F 1.931 2.566 3.055
F 2.032 0.456 3.566
F 3.801 1.459 2.785
C 0.274 -0.561 0.483
C -1.053 -1.007 1.074
H -1.750 -1.497 0.393
H -0.964 -1.590 1.996
H -1.571 -0.111 1.445
H 0.968 -1.402 0.355
H 0.037 -0.180 -0.528
H 2.695 0.152 0.885
C -3.953 -2.651 1.948
S -4.301 -2.726 0.193
O -4.465 -4.171 -0.107
C -5.957 -2.050 0.302
H -4.297 -1.714 2.384
H -2.913 -2.870 2.172
H -4.516 -3.463 2.420
H -6.557 -2.522 1.082
H -6.409 -2.208 -0.675
H -5.918 -0.982 0.527
C 1.921 -1.053 -3.408
S 3.157 -0.359 -4.550
O 2.985 1.106 -4.513
C 4.560 -0.721 -3.482
H 0.985 -0.591 -3.725
H 2.139 -0.679 -2.408
H 1.882 -2.139 -3.484
H 4.596 -1.808 -3.338
H 4.398 -0.274 -2.501
H 5.488 -0.368 -3.920
C 3.348 -3.334 0.419
S 3.448 -2.566 2.045
O 3.618 -3.640 3.056
C 5.105 -1.906 1.835
H 2.534 -4.058 0.455
H 4.269 -3.882 0.218
H 3.144 -2.577 -0.336
H 5.802 -2.731 1.722
H 5.293 -1.296 2.718
H 5.142 -1.203 0.998
C 0.381 4.987 2.424
S 0.246 6.779 2.544
O 0.739 7.369 1.280
C -1.559 6.848 2.382
H 1.355 4.708 2.026
H -0.410 4.488 1.869
H 0.364 4.644 3.464
H -2.027 6.297 3.199
H -1.787 6.328 1.452
H -1.857 7.888 2.308
C -4.543 -1.064 -3.153
S -3.085 -0.387 -3.972
O -3.315 1.062 -4.057
C -2.018 -0.838 -2.596
H -5.473 -0.990 -3.716
H -4.671 -0.546 -2.200
H -4.399 -2.132 -2.963
H -2.281 -1.894 -2.444
H -2.073 -0.251 -1.684
H -0.960 -0.870 -2.846
*
```

Orbital gap in eV: 6.97

[6]
DFT (wB97M-V/def2-TZVPD) results for C19H23N5O3 in the gas phase.

Structure (ORCA input):
```
! wB97M-V def2-TZVPD RIJCOSX def2/J DEFGRID3
* xyz 0 1
C 0.664 5.363 3.351
H 0.132 6.298 3.508
H 0.664 4.801 4.281
H 1.693 5.585 3.079
C -0.004 4.564 2.234
N 0.703 3.341 1.964
C 0.579 2.145 2.582
C 1.521 1.310 1.999
C 2.164 2.107 1.027
N 1.657 3.326 1.030
C 3.264 1.720 0.103
H 2.945 0.925 -0.571
H 4.128 1.365 0.665
H 3.556 2.585 -0.485
C 1.766 -0.131 2.301
N 0.819 -0.993 1.611
C -0.238 -1.547 2.244
O -0.426 -1.475 3.439
C -1.128 -2.308 1.320
N -2.431 -2.270 1.413
O -2.931 -3.072 0.450
C -1.920 -3.625 -0.240
C -0.734 -3.170 0.261
H 0.255 -3.425 -0.058
C -2.238 -4.556 -1.366
O -1.266 -4.521 -2.382
C -1.104 -3.363 -3.089
C -0.089 -3.356 -4.051
N 0.190 -2.316 -4.804
C -0.519 -1.201 -4.666
C -1.553 -1.111 -3.739
C -1.853 -2.200 -2.938
H -2.656 -2.127 -2.221
H -2.119 -0.198 -3.643
C -0.155 -0.050 -5.550
H 0.674 -0.335 -6.189
H -1.004 0.235 -6.170
H 0.131 0.814 -4.953
H 0.512 -4.241 -4.201
H -3.242 -4.330 -1.752
H -2.230 -5.591 -1.007
H 0.851 -0.991 0.603
H 2.778 -0.413 1.995
H 1.641 -0.330 3.368
C -0.411 1.876 3.654
H -0.166 2.431 4.559
H -1.412 2.169 3.337
H -0.427 0.815 3.890
H -1.037 4.327 2.501
H 0.006 5.144 1.309
*
```

SMILES: CCn1nc(C)c(CNC(=O)c2cc(COc3ccc(C)nc3)on2)c1C
Orbital gap in eV: 9.26

[7]
DFT (wB97M-V/def2-TZVPD) results for C24H58P2Si4SrTe as an isolated structure.

Structure (ORCA input):
```
! wB97M-V def2-TZVPD RIJCOSX def2/J DEFGRID3
* xyz 0 1
P 0.476 0.070 -2.960
P -2.255 -0.773 -1.168
C -0.974 -0.769 -3.684
C -2.297 -0.476 -2.957
H -0.755 -1.847 -3.663
H -1.010 -0.450 -4.731
H -2.585 0.576 -3.093
H -3.112 -1.105 -3.330
C -2.451 -2.505 -0.874
H -2.522 -2.693 0.207
H -1.617 -3.102 -1.269
H -3.382 -2.785 -1.367
C -3.561 0.099 -0.395
H -4.471 -0.235 -0.889
H -3.441 1.185 -0.498
H -3.590 -0.146 0.673
C 1.931 -0.746 -3.511
H 2.845 -0.228 -3.197
H 1.837 -0.737 -4.596
H 1.957 -1.782 -3.154
C 0.495 1.742 -3.557
H -0.355 2.332 -3.186
H 0.466 1.682 -4.646
H 1.421 2.235 -3.229
Sr 0.048 -0.009 -0.302
C -5.017 -1.252 -5.973
C -4.609 -2.478 -5.613
C -3.918 -3.538 -6.418
C -3.220 -3.088 -7.724
C -2.156 -2.053 -7.497
C -2.287 -0.722 -7.393
C -3.515 0.135 -7.488
C -4.881 -0.569 -7.304
C 2.107 0.606 0.011
H -5.502 -0.647 -5.195
H -4.821 -2.780 -4.581
H -4.630 -4.346 -6.656
H -3.160 -4.004 -5.766
H -2.745 -3.985 -8.162
H -3.968 -2.758 -8.451
H -1.141 -2.457 -7.385
H -1.366 -0.151 -7.233
H -3.519 0.670 -8.452
H -3.426 0.922 -6.721
H -5.659 0.213 -7.374
H -5.064 -1.252 -8.139
H 1.952 1.338 0.797
H 2.604 0.984 -0.849
H 2.526 -0.316 0.397
C 0.677 4.024 3.892
Si 0.827 2.679 5.181
C 1.866 3.268 6.614
C -0.902 2.332 5.808
Si 1.674 0.800 4.154
Te -0.286 0.015 2.808
Si 3.835 1.291 3.409
C 4.955 1.822 4.821
C 4.651 -0.235 2.696
C 4.009 2.741 2.229
Si 1.854 -0.969 5.623
C 3.198 -0.770 6.901
C 0.232 -1.209 6.521
C 2.177 -2.517 4.621
H 0.210 4.900 4.366
H 0.048 3.674 3.065
H 1.666 4.304 3.514
H 1.363 4.140 7.060
H 1.954 2.474 7.365
H 2.859 3.576 6.271
H -1.538 1.997 4.982
H -0.880 1.573 6.597
H -1.298 3.270 6.224
H 5.012 1.062 5.604
H 5.963 1.976 4.405
H 4.609 2.770 5.243
H 4.082 -0.638 1.852
H 5.659 0.045 2.354
H 4.748 -1.000 3.476
H 3.492 2.612 1.275
H 3.657 3.658 2.715
H 5.082 2.858 2.014
H 3.049 0.155 7.472
H 3.146 -1.633 7.581
H 4.180 -0.773 6.414
H -0.583 -1.323 5.799
H 0.320 -2.121 7.131
H 0.046 -0.356 7.183
H 1.366 -2.664 3.900
H 3.132 -2.444 4.091
H 2.212 -3.369 5.316
*
```

Orbital gap in eV: 5.76

[8]
DFT (wB97M-V/def2-TZVPD) results for an isolated ion of composition C21H16BrN4O4 and charge -1.

Structure (ORCA input):
```
! wB97M-V def2-TZVPD RIJCOSX def2/J DEFGRID3
* xyz -1 1
C -4.734 0.299 1.111
C -4.116 -1.053 0.972
O -2.696 -0.828 1.325
C -1.894 -1.854 0.964
O -2.247 -3.004 0.774
N -0.569 -1.390 0.821
C 0.539 -2.203 1.013
C 0.535 -3.590 1.037
C 1.782 -4.236 1.083
C 2.978 -3.480 1.017
C 2.941 -2.095 0.876
Br 4.445 -1.153 0.193
C 1.721 -1.410 1.022
C 1.291 -0.060 1.046
N 1.940 1.055 1.622
O 3.160 1.076 1.904
O 1.229 2.065 1.892
C -0.190 0.038 0.891
H -5.811 0.222 1.212
H -4.334 0.826 1.978
H -4.528 0.875 0.207
H -4.535 -1.806 1.638
H -4.129 -1.421 -0.054
H -0.404 -4.140 1.011
H 1.849 -5.324 1.121
H 3.944 -3.985 1.017
H -0.569 0.466 1.861
C -1.351 2.160 0.376
C -0.658 0.949 -0.281
C -1.627 0.158 -1.034
N -2.394 -0.512 -1.617
C 0.481 1.456 -1.198
C 0.919 2.780 -1.103
C 1.977 3.249 -1.869
C 2.556 2.425 -2.828
C 3.581 2.968 -3.689
N 4.411 3.446 -4.366
C 2.100 1.110 -2.968
C 1.022 0.647 -2.202
H -0.715 2.577 1.161
H -1.504 2.885 -0.427
H -2.338 1.911 0.786
H 0.412 3.512 -0.479
H 2.361 4.260 -1.701
H 2.600 0.451 -3.681
H 0.573 -0.322 -2.433
*
```

SMILES: CCOC(=O)N1c2cccc(Br)c2C(=[N+]([O-])[O-])[C@H]1[C@](C)(C#N)c1ccc(C#N)cc1
Orbital gap in eV: 6.54

[9]
DFT (wB97M-V/def2-TZVPD) results for a 3-piece molecular cluster, C5H17NO2 overall.

Structure (ORCA input):
```
! wB97M-V def2-TZVPD RIJCOSX def2/J DEFGRID3
* xyz 0 1
C 2.019 -0.410 -2.399
C 0.770 -0.323 -1.548
N 1.038 0.303 -0.240
C 0.000 -1.476 1.260
C 0.046 0.012 0.808
C 0.276 0.927 1.974
H 2.946 -0.523 -1.844
H 1.934 -1.329 -2.983
H 2.152 0.435 -3.077
H 0.279 -1.303 -1.463
H 0.009 0.366 -1.953
H 1.983 0.089 0.055
H 0.891 -2.031 1.545
H -0.436 -2.014 0.419
H -0.691 -1.552 2.106
H -0.901 0.139 0.263
H -0.589 0.849 2.624
H 0.618 1.932 1.761
H 1.041 0.574 2.691
H -1.247 2.354 -0.304
H 0.194 2.469 -0.265
O -0.584 3.062 -0.255
H -2.181 -1.695 0.695
H -3.586 -1.313 0.380
O -2.995 -2.068 0.318
*
```

SMILES: CCNC(C)C.O.O
Orbital gap in eV: 9.83

[10]
DFT (wB97M-V/def2-TZVPD) results for C20H22N4O3Sm as an isolated structure.

Structure (ORCA input):
```
! wB97M-V def2-TZVPD RIJCOSX def2/J DEFGRID3
* xyz 1 6
Sm 0.806 -0.146 -0.466
C 4.957 1.121 -0.731
C 3.456 1.261 -0.813
O 2.785 0.146 -0.951
C 2.911 2.524 -0.740
C 1.528 2.903 -0.756
C 1.151 4.345 -0.621
N 0.591 1.995 -0.866
N -0.749 2.378 -0.815
C -1.583 1.376 -0.801
O -1.220 0.105 -0.834
C -3.029 1.683 -0.730
C -3.490 2.999 -0.702
C -4.847 3.258 -0.641
C -5.759 2.210 -0.606
C -5.307 0.899 -0.637
C -3.948 0.637 -0.699
H 5.229 0.068 -0.726
H 5.346 1.596 0.169
H 5.430 1.600 -1.589
H 3.616 3.337 -0.648
H 2.027 4.985 -0.573
H 0.549 4.476 0.279
H 0.523 4.636 -1.463
H -2.770 3.805 -0.737
H -5.198 4.281 -0.625
H -6.820 2.418 -0.557
H -6.016 0.082 -0.619
H -3.586 -0.381 -0.735
C -0.503 -0.776 3.594
C 0.513 -1.036 2.526
O 0.869 -0.141 1.733
N 1.028 -2.268 2.459
C 2.016 -2.705 1.472
C 1.352 -3.416 0.307
C 1.439 -4.786 0.139
C 0.759 -5.378 -0.917
C 0.005 -4.580 -1.761
C -0.029 -3.217 -1.526
N 0.636 -2.639 -0.520
H -0.537 0.291 3.798
H -0.285 -1.322 4.509
H -1.488 -1.077 3.231
H 0.681 -2.962 3.102
H 2.727 -3.362 1.967
H 2.554 -1.828 1.113
H 2.031 -5.383 0.819
H 0.815 -6.447 -1.071
H -0.547 -5.005 -2.587
H -0.619 -2.560 -2.156
*
```

Orbital gap (spin up / spin down) in eV: 7.05 / 7.07
⟨S²⟩: 8.76

| no. | energy (a.u.) |
| --- | --- |
| 1 | -1795.52917 |
| 2 | -1086.56147 |
| 3 | -403.48258 |
| 4 | -2553.72371 |
| 5 | -3634.31621 |
| 6 | -1237.27913 |
| 7 | -3088.56658 |
| 8 | -3903.82493 |
| 9 | -405.90365 |
| 10 | -1877.93599 |